[1]
Formula: C42H39AsF5N2OSSc
Source: OMol25
Level of theory: the ωB97M-V functional and the def2-TZVPD basis

```
92
Properties=species:S:1:pos:R:3:forces:R:3:lowdin_charge:R:1
Sc 0.35856 0.10548 0.84443 -0.5 -0.4 -0.1 0.808
F -4.22746 0.97216 5.69219 0.0 0.0 -0.1 0.159
C -3.74580 0.88442 4.46235 0.2 0.0 -0.4 -0.122
C -2.44044 0.44364 4.25414 0.2 -0.2 -0.1 -0.156
F -1.64912 0.08794 5.26220 -0.2 0.0 0.1 0.140
C -1.96380 0.38269 2.95802 -0.6 0.2 -0.4 -0.171
F -0.61918 -0.01683 2.73333 -0.8 -0.1 0.7 -0.064
C -2.70675 0.72235 1.82995 0.0 -0.2 1.0 -0.515
S -2.03882 0.56363 0.24621 0.6 -0.2 -0.6 0.771
C -4.01760 1.17172 2.06913 0.5 -0.2 0.2 -0.230
F -4.76573 1.54601 1.04119 -0.1 0.0 0.1 0.122
C -4.53104 1.24945 3.35821 0.3 0.0 0.1 -0.120
F -5.76435 1.68640 3.55455 0.1 0.0 0.0 0.162
C 3.03174 -2.65756 -5.15939 -0.1 0.2 0.0 -0.023
C 2.09547 -1.43941 -5.23498 0.1 -0.1 -0.3 -0.554
C 2.80487 -0.32939 -6.01277 -0.1 -0.1 0.1 -0.049
C 0.80971 -1.82115 -5.98752 0.1 0.1 0.1 -0.021
C 1.73451 -1.01822 -3.83213 0.0 0.2 0.3 -0.112
C 1.99651 0.25312 -3.31937 -0.1 -0.1 0.1 0.044
C 1.67096 0.54677 -2.01109 0.2 0.5 0.0 -0.093
N 1.09219 -0.31939 -1.16919 -0.1 -0.4 -0.2 -0.012
C 0.80255 -1.55546 -1.65086 0.2 -0.1 -0.5 -0.163
C 1.11822 -1.91430 -2.95497 -0.1 0.2 0.4 0.077
C 0.13960 -2.48811 -0.70999 -0.2 -0.4 0.2 -0.170
C -0.30305 -3.75021 -1.08697 0.1 0.4 0.1 0.078
C -0.96051 -4.59248 -0.18618 0.1 0.3 0.3 -0.113
C -1.15091 -4.08026 1.09716 0.2 0.2 -0.2 0.050
C -0.65707 -2.83021 1.42158 0.0 -0.1 0.3 -0.073
N -0.01832 -2.03243 0.55831 -0.1 -0.5 -0.5 -0.020
C -1.38183 -5.98466 -0.59222 0.0 -0.3 -0.1 -0.554
C -0.10947 -6.76578 -0.96642 -0.1 0.1 0.1 -0.023
C -2.32559 -5.92306 -1.80360 0.1 0.0 0.2 -0.023
C -2.09073 -6.72925 0.54052 0.1 0.1 -0.2 -0.049
H 3.31962 -2.94169 -6.16756 0.0 -0.1 -0.1 0.099
H 2.55226 -3.51606 -4.69653 0.0 -0.1 0.1 0.081
H 3.93546 -2.41698 -4.60258 0.1 0.0 0.0 0.097
H 3.05110 -0.69716 -7.00478 0.0 0.0 -0.1 0.098
H 3.73521 -0.03621 -5.53190 0.1 0.1 0.0 0.094
H 2.16614 0.54129 -6.13797 0.0 0.2 0.0 0.093
H 1.07028 -2.09614 -7.00580 0.0 -0.1 -0.1 0.099
H 0.12093 -0.97958 -6.02744 -0.1 0.0 0.0 0.098
H 0.30366 -2.66744 -5.53004 -0.1 -0.1 0.0 0.083
H 2.46144 1.01384 -3.92312 0.1 0.1 0.0 0.119
H 1.90314 1.53256 -1.60251 -0.1 -0.3 -0.1 0.083
H 0.89409 -2.90761 -3.30190 0.0 -0.1 0.0 0.113
H -0.14586 -4.09772 -2.09340 0.0 0.0 -0.1 0.113
H -1.67169 -4.64149 1.85294 0.0 -0.1 0.1 0.119
H -0.76836 -2.46458 2.43896 0.0 0.0 -0.2 0.126
H 0.40439 -6.32533 -1.81705 0.1 0.0 -0.1 0.082
H -0.38533 -7.78251 -1.23148 0.0 -0.1 0.0 0.098
H 0.57703 -6.80900 -0.12283 0.1 0.0 0.0 0.097
H -1.85148 -5.47873 -2.67508 0.0 0.1 -0.1 0.081
H -3.22564 -5.35948 -1.56640 -0.1 0.1 0.0 0.098
H -2.62065 -6.93558 -2.06582 0.0 -0.1 -0.1 0.098
H -1.45011 -6.83283 1.41287 0.0 0.0 0.1 0.092
H -2.34167 -7.73055 0.20197 0.0 -0.1 0.0 0.097
H -3.01871 -6.23802 0.82199 -0.1 0.1 0.1 0.095
O 2.32907 -0.57290 1.86852 0.3 -0.2 0.4 -0.069
H 2.52453 -0.65657 2.81898 -0.3 0.1 -0.3 0.101
H 3.10631 -0.96256 1.43289 -0.3 0.1 -0.1 0.108
C 3.07409 7.02899 0.91651 0.0 0.0 0.0 -0.056
C 2.79230 6.36445 -0.26631 0.0 -0.1 0.0 -0.063
C 2.36831 5.04549 -0.23977 -0.1 -0.4 0.0 -0.117
C 2.22022 4.39783 0.98385 0.0 -0.4 -0.2 -0.332
C 2.53561 5.04975 2.16924 -0.1 -0.4 0.1 -0.089
C 2.96020 6.36895 2.12813 0.0 0.0 0.0 -0.056
As 1.28545 2.62573 1.00145 0.0 2.3 0.5 1.332
C -0.48756 3.37220 0.67125 -0.3 0.0 0.0 -0.362
C -1.05486 3.65801 -0.56181 0.3 0.1 0.1 -0.121
C -2.34663 4.15918 -0.61363 0.2 0.0 -0.1 -0.056
C -3.06589 4.35878 0.55516 -0.1 0.0 0.1 -0.041
C -2.50630 4.06142 1.78539 0.2 0.1 0.0 -0.011
C -1.21192 3.56626 1.85974 0.1 0.0 -0.6 -0.210
C -0.52602 3.14283 3.07960 0.4 -0.2 0.0 -0.194
C -1.02280 3.22728 4.37602 0.1 0.2 -0.1 -0.004
C -0.27350 2.75689 5.43985 0.0 0.0 0.0 -0.042
C 0.96847 2.17308 5.22914 0.1 0.0 -0.1 -0.052
C 1.47846 2.07831 3.94144 0.2 0.0 -0.1 -0.111
C 0.74467 2.57698 2.87263 -0.1 -0.2 0.1 -0.370
H 3.37038 8.06634 0.89392 0.1 0.1 0.0 0.116
H 2.88046 6.87940 -1.21017 0.0 0.0 -0.1 0.114
H 2.12951 4.53038 -1.16829 0.0 0.1 0.1 0.098
H 2.43638 4.54641 3.12522 0.0 0.1 -0.1 0.100
H 3.17905 6.88408 3.05036 0.1 0.0 0.1 0.116
H -0.50181 3.46413 -1.47786 -0.1 0.1 0.1 0.109
H -2.79964 4.37935 -1.56706 0.0 0.0 -0.1 0.117
H -4.07788 4.73112 0.50917 -0.1 0.1 0.0 0.122
H -3.06987 4.21403 2.69162 -0.2 0.1 0.1 0.120
H -1.98743 3.67950 4.55386 -0.1 0.0 0.0 0.124
H -0.65910 2.84750 6.44478 0.0 0.0 0.1 0.125
H 1.54192 1.80975 6.06660 0.1 0.0 0.1 0.117
H 2.46325 1.64698 3.76924 -0.1 0.1 0.1 0.108
```
Positions in Å, forces in eV/Å.

Computed properties:
ΔE to the lowest compared entry with this formula, charge and spin: 0.895 eV
Charge: +2
DFT total energy: -5702.266132 hartree
Largest force on an atom: 2.351 eV/Å
HOMO-LUMO gap: 6.7 eV
E_LUMO: -0.230 Ha


[2]
Formula: C42H39N2O8S
Source: OMol25
Level of theory: the ωB97M-V functional and the def2-TZVPD basis

```
92
Properties=species:S:1:pos:R:3:forces:R:3:mulliken_spin:R:1
C 2.20537 4.06036 -1.22849 0.1 -0.1 -0.3 -0.006
C 2.39358 3.23191 0.03126 -0.1 -0.6 0.6 -0.024
O 2.60955 4.22110 1.07223 0.1 -0.1 1.9 0.223
O 3.00174 3.56518 2.17860 -0.5 1.4 -0.7 0.753
C 1.14513 2.40795 0.50870 0.3 0.2 -0.3 0.097
C -0.14637 3.10603 0.15397 -0.4 0.3 0.0 -0.021
C 1.20471 0.95890 0.04517 0.5 -0.4 -0.7 -0.021
C -0.09578 0.24455 0.45300 0.9 -0.8 0.9 0.004
C -1.33111 0.95322 -0.05976 -0.6 -0.9 -0.7 -0.001
C -1.34428 2.29289 0.64887 0.1 0.7 0.5 0.005
C -2.65494 3.09416 0.48941 0.7 0.8 -0.4 0.000
N -2.74044 3.81253 -0.79722 0.5 -0.3 0.2 0.000
C -3.63353 3.33436 -1.82947 -0.2 0.1 -0.3 0.000
C -2.75310 5.25358 -0.68658 -0.1 0.2 0.2 0.000
C -3.75872 2.16260 0.68593 -1.8 -0.8 1.1 0.000
C -3.73077 0.79224 0.62411 -1.5 0.5 -0.3 0.000
C -5.15226 0.41689 0.77085 0.7 1.1 -0.2 0.000
O -5.65098 -0.80582 0.59680 -0.5 0.9 0.3 0.000
C -7.12912 -0.79008 0.60874 0.4 -0.1 0.0 0.000
C -7.57250 -2.21278 0.48175 -0.1 -0.3 0.1 0.000
C -8.23814 -2.83703 1.54528 0.1 0.0 -0.5 0.000
C -8.69423 -4.14874 1.40646 0.0 0.0 -0.2 0.000
C -8.47944 -4.83981 0.20529 0.1 0.3 0.1 0.000
C -7.77923 -4.22356 -0.84165 0.0 0.1 0.1 0.000
C -7.31282 -2.91425 -0.70006 -0.3 -0.2 0.2 0.000
N -5.91011 1.46619 1.01474 1.2 0.7 -0.2 0.000
O -4.98962 2.64533 0.97317 0.1 -2.4 -0.3 0.000
C -2.60601 0.09523 0.03202 0.3 -1.1 -0.9 0.000
O -2.68315 -1.00003 -0.52594 0.2 1.4 1.0 0.000
O -0.08493 -0.71148 1.22243 -0.5 1.1 -1.1 0.000
S 1.21327 0.87815 -1.82810 0.3 0.0 0.2 0.001
C 1.26186 -0.88117 -2.05582 0.2 -0.5 -0.5 0.000
C 0.08285 -1.63149 -2.12426 0.3 0.2 0.1 0.000
C 0.15499 -3.01751 -2.24621 0.2 -0.1 -0.1 0.000
C 1.39748 -3.65482 -2.32332 0.0 0.2 0.1 0.000
C 2.57646 -2.89970 -2.29867 -0.1 0.1 -0.2 0.000
C 2.51000 -1.51135 -2.21120 -0.4 0.0 0.2 0.000
C 2.51217 0.30660 0.59473 -0.7 -0.9 -0.9 0.005
O 2.40455 0.04392 1.97266 -0.8 0.0 0.4 0.000
H 2.62676 -0.64741 0.05458 -0.1 0.2 0.3 0.000
C 3.74760 1.11187 0.30058 0.6 0.0 0.3 0.006
C 3.70790 2.47680 0.07252 0.1 -0.6 -0.6 0.038
C 4.88082 3.22470 -0.06830 0.3 -0.1 -0.1 -0.013
C 6.11540 2.59751 0.00950 -0.3 0.3 0.1 0.005
C 6.19373 1.22044 0.21352 -0.1 -0.2 -0.1 -0.005
C 5.01760 0.47051 0.35799 0.1 0.5 -0.5 0.003
O 5.02692 -0.88684 0.46787 0.5 0.1 0.1 0.001
C 6.32989 -1.52374 0.43388 -0.7 0.2 0.1 0.000
C 6.10511 -2.99389 0.59233 0.0 -0.4 0.0 0.000
C 5.98512 -3.80780 -0.54031 0.1 0.0 0.4 0.000
C 5.88265 -5.19228 -0.39118 0.0 0.0 0.1 0.000
C 5.90294 -5.76231 0.88956 0.0 0.3 0.0 0.000
C 5.97892 -4.93911 2.02212 -0.1 0.0 -0.2 0.000
C 6.05664 -3.55305 1.87278 0.2 -0.2 -0.3 0.000
H 2.12849 3.41590 -2.11585 0.0 0.2 0.3 0.000
H 1.31087 4.68831 -1.17589 0.3 0.0 0.0 -0.004
H 3.08975 4.69318 -1.34804 -0.2 0.0 -0.1 0.001
H 1.14749 2.32141 1.61188 0.5 0.2 -0.4 -0.036
H -0.13582 4.09649 0.63259 -0.1 -0.1 -0.1 -0.010
H -0.25607 3.27511 -0.93144 0.0 -0.2 0.5 0.002
H -1.18854 1.14546 -1.14343 -0.1 -0.2 0.5 -0.001
H -1.24794 2.10386 1.73468 0.1 0.1 -0.2 0.001
H -2.66433 3.84020 1.31290 -0.1 -0.3 -0.4 0.000
H -3.38928 3.90966 -2.73804 -0.1 -0.4 0.2 0.000
H -3.47615 2.26675 -2.04812 -0.1 0.3 0.1 0.000
H -4.70163 3.52818 -1.60533 0.2 -0.2 0.0 0.000
H -2.65747 5.68998 -1.69178 0.0 -0.1 0.4 0.000
H -3.69316 5.62606 -0.23468 0.2 0.1 -0.1 0.000
H -1.91095 5.58987 -0.06464 -0.2 0.0 -0.2 0.000
H -7.46349 -0.32440 1.54657 0.1 -0.2 -0.3 0.000
H -7.46242 -0.16579 -0.23758 0.2 -0.2 0.3 0.000
H -8.39923 -2.26630 2.46229 0.0 -0.3 -0.2 0.000
H -9.22796 -4.62539 2.23184 0.2 0.1 -0.3 0.000
H -8.85560 -5.86046 0.08708 0.2 0.4 0.0 0.000
H -7.60078 -4.75962 -1.77722 -0.1 0.1 0.3 0.000
H -6.76096 -2.41987 -1.50251 -0.2 -0.2 0.2 0.000
H -0.88141 -1.12801 -2.05868 0.2 -0.3 0.0 0.000
H -0.77140 -3.59284 -2.27507 0.3 0.1 0.0 0.000
H 1.44882 -4.74320 -2.40153 0.0 0.4 0.0 0.000
H 3.55180 -3.38560 -2.35460 -0.3 0.1 0.0 0.000
H 3.40691 -0.89001 -2.23081 -0.2 -0.3 0.1 0.000
H 1.53069 -0.41404 2.06385 1.0 0.2 0.0 0.000
H 4.80974 4.30810 -0.18821 0.2 -0.4 0.0 -0.004
H 7.02094 3.20196 -0.07570 -0.2 -0.3 0.0 0.000
H 7.17200 0.73686 0.22764 -0.4 0.2 0.1 0.000
H 6.81828 -1.31898 -0.53149 -0.1 0.1 0.3 0.000
H 6.93790 -1.14187 1.26823 -0.1 0.0 -0.3 0.000
H 6.00919 -3.33350 -1.52530 0.0 -0.3 0.2 0.000
H 5.80288 -5.82625 -1.27824 0.0 0.2 0.3 0.000
H 5.85537 -6.84792 1.00530 0.0 0.4 0.0 0.000
H 5.98744 -5.37775 3.02300 0.0 0.1 -0.4 0.000
H 6.11799 -2.88291 2.73397 0.0 -0.3 -0.2 0.000
```
Positions in Å, forces in eV/Å.

Computed properties:
ΔE to the lowest compared entry with this formula, charge and spin: 0.189 eV
Charge: 0
Multiplicity: 2
<S²>: 0.75
DFT total energy: -2733.291269 hartree
Largest force on an atom: 2.426 eV/Å
HOMO-LUMO gap (spin up / spin down): 8.7 / 7.7 eV
E_LUMO (spin up / spin down): 0.011 / -0.026 Ha


[3]
Formula: C42H39N4O3P2Y
Source: OMol25
Level of theory: the ωB97M-V functional and the def2-TZVPD basis

```
91
Properties=species:S:1:pos:R:3:forces:R:3:lowdin_charge:R:1
Y -0.66283 -1.07157 -1.44616 0.8 1.2 -1.3 1.415
C -3.74530 -2.89169 1.50789 -0.2 0.2 0.1 -0.103
N -2.64969 -2.52934 0.59556 0.3 0.1 -0.1 -0.529
P -1.24915 -1.72822 1.21029 -1.1 -0.3 0.8 0.948
C -0.99091 -2.59034 2.78493 0.5 0.0 -0.3 -0.373
C -0.18932 -3.73195 2.77846 0.0 0.0 0.0 -0.104
C -0.03868 -4.48045 3.93428 0.0 -0.1 0.0 -0.061
C -0.68479 -4.08966 5.09878 0.0 0.0 0.0 -0.047
C -1.47581 -2.94793 5.10905 0.0 0.0 0.0 -0.047
C -1.63042 -2.19361 3.95752 0.0 0.0 0.0 -0.087
C -1.83435 -0.07531 1.70297 0.1 -0.1 -0.1 -0.399
C -2.97891 0.48445 1.14236 0.0 -0.1 0.1 -0.104
C -3.32345 1.79438 1.43687 0.0 0.1 0.0 -0.053
C -2.51958 2.55407 2.27375 0.0 0.0 0.0 -0.055
C -1.36496 2.00610 2.81710 0.1 0.0 0.0 -0.055
C -1.01711 0.69670 2.52989 0.0 -0.1 -0.1 -0.098
P -2.76309 -2.80486 -1.08314 -1.1 -0.6 0.7 0.910
C -3.27250 -4.53595 -1.19225 0.2 0.1 -0.2 -0.367
C -4.07871 -4.99163 -2.23495 0.0 0.1 0.0 -0.092
C -4.42237 -6.33247 -2.30197 0.0 -0.1 -0.1 -0.054
C -3.95347 -7.22186 -1.34553 0.0 0.0 0.0 -0.048
C -3.12157 -6.77600 -0.32679 0.0 -0.1 0.0 -0.053
C -2.76921 -5.43920 -0.25534 0.0 0.1 0.0 -0.095
C -4.17085 -1.80749 -1.67373 0.2 -0.2 -0.1 -0.365
C -5.50763 -2.16700 -1.51289 0.0 0.1 0.0 -0.077
C -6.50928 -1.30364 -1.93104 0.0 0.0 0.0 -0.038
C -6.19003 -0.08848 -2.52248 0.0 0.0 0.0 -0.040
C -4.86241 0.27802 -2.69170 0.1 0.2 0.0 -0.052
C -3.86230 -0.57712 -2.26356 0.0 -0.3 0.1 -0.138
H -3.43280 -3.67114 2.20234 0.0 0.0 0.0 0.089
H -4.59587 -3.25996 0.93867 0.0 0.0 0.0 0.077
H -4.06500 -2.02174 2.08392 0.0 0.0 0.0 0.089
H 0.31173 -4.03209 1.86440 0.0 0.0 0.0 0.099
H 0.58590 -5.36357 3.93074 0.0 0.0 0.0 0.115
H -0.57106 -4.67385 6.00186 0.0 0.0 0.0 0.118
H -1.97499 -2.64282 6.01885 0.0 0.0 0.0 0.118
H -2.25063 -1.30709 3.97175 0.0 0.0 0.0 0.111
H -3.61522 -0.10549 0.49299 0.0 0.0 0.0 0.087
H -4.21996 2.22427 1.00959 0.0 0.0 0.0 0.115
H -2.79445 3.57300 2.51176 0.0 0.0 0.0 0.116
H -0.73371 2.59952 3.46506 0.0 0.0 0.0 0.117
H -0.11837 0.26558 2.95722 0.0 0.0 0.0 0.117
H -4.44187 -4.30268 -2.98730 0.0 0.0 0.0 0.108
H -5.05724 -6.68615 -3.10304 0.0 0.0 0.0 0.117
H -4.23336 -8.26523 -1.39667 0.0 0.0 0.0 0.118
H -2.74684 -7.47411 0.40953 0.0 0.0 0.0 0.116
H -2.11168 -5.09264 0.53362 0.0 0.0 0.0 0.093
H -5.77019 -3.11757 -1.06741 0.0 0.0 0.0 0.109
H -7.54610 -1.58196 -1.79802 0.0 0.0 0.0 0.121
H -6.97628 0.57675 -2.85212 0.0 0.0 0.0 0.121
H -4.60693 1.22247 -3.15366 0.0 0.0 0.0 0.119
H -2.82003 -0.26591 -2.38099 -0.2 0.2 -0.2 0.044
C 10.21600 6.66545 0.69345 0.1 -0.1 0.0 -0.052
O 8.94177 7.27290 0.87018 0.1 0.2 0.0 -0.051
C 7.84164 6.54087 0.70136 -0.4 -0.2 -0.1 -0.271
C 6.62174 7.22928 0.78195 0.3 0.1 0.0 0.012
C 5.43653 6.57421 0.57227 -0.2 -0.3 -0.1 -0.004
C 5.42404 5.20023 0.28756 1.2 0.0 0.1 -0.270
C 6.64670 4.50615 0.25474 -0.4 0.1 -0.1 -0.006
C 7.83870 5.15957 0.45139 0.2 0.1 0.1 -0.004
N 4.20641 4.60841 0.04663 -1.3 0.2 0.0 0.077
N 4.17511 3.39509 -0.22910 1.6 -0.1 0.0 0.052
C 2.92621 2.84451 -0.44088 -1.3 0.0 -0.1 -0.203
C 1.72693 3.52462 -0.30531 0.6 0.0 0.0 0.016
C 0.50035 2.89294 -0.48937 -0.4 -0.5 -0.2 0.022
C 0.41489 1.55249 -0.82318 0.9 0.7 0.1 -0.338
O -0.75080 0.93423 -1.02052 -0.3 -0.6 -0.1 -0.260
C 1.63834 0.83255 -0.99707 -0.2 0.4 0.1 -0.153
N 1.55993 -0.49507 -1.36085 0.4 0.0 0.1 -0.051
C 2.68247 -1.16680 -1.58457 0.0 0.0 0.0 -0.106
C 3.94715 -0.59003 -1.47937 0.0 0.0 0.0 -0.021
C 4.04981 0.72265 -1.08723 -0.1 -0.1 0.0 0.050
C 2.88882 1.47470 -0.82770 -0.1 0.1 0.1 -0.077
H 10.93792 7.47407 0.74151 0.0 0.0 0.0 0.099
H 10.28277 6.17292 -0.27833 0.0 0.0 0.0 0.098
H 10.42444 5.94537 1.48718 0.0 0.0 0.0 0.100
H 6.65024 8.28769 1.00208 0.0 0.0 0.0 0.127
H 4.49801 7.11032 0.62177 0.0 0.0 0.0 0.117
H 6.62615 3.44293 0.06581 0.1 0.0 0.0 0.101
H 8.76395 4.60231 0.41649 0.0 0.0 0.0 0.108
H 1.77263 4.57695 -0.05889 0.0 0.0 0.1 0.116
H -0.42249 3.44933 -0.38266 0.0 0.0 0.0 0.127
H 2.57724 -2.20985 -1.86477 0.0 0.0 0.0 0.120
H 4.82089 -1.18497 -1.70111 0.0 0.0 0.0 0.119
H 5.00722 1.21264 -0.98095 0.0 0.0 0.0 0.121
C -1.14873 -0.19297 -5.04746 -0.2 0.0 -0.1 -0.066
O -0.35759 -0.27179 -3.83560 -0.1 -0.3 0.3 -0.212
H -0.52787 -0.39609 -5.91783 0.0 0.0 0.1 0.098
H -1.59733 0.79523 -5.14049 0.0 0.0 0.1 0.099
H -1.93473 -0.94085 -4.98349 0.0 0.0 0.0 0.087
H 0.31816 0.41227 -3.90890 0.1 0.0 0.2 0.102
```
Positions in Å, forces in eV/Å.

Computed properties:
ΔE to the lowest compared entry with this formula, charge and spin: 0.418 eV
Charge: +2
DFT total energy: -2789.251262 hartree
Largest force on an atom: 1.936 eV/Å
HOMO-LUMO gap: 5.7 eV
E_LUMO: -0.210 Ha